No. 1
ORCA calculation (ωB97M-V with the def2-TZVPD basis set) on a cluster of 9 separate species, C34H70O9 in total in a non-equilibrium geometry.

Cartesian coordinates (Å):
C 2.941 2.348 5.692
C 3.775 1.200 5.140
C 2.767 0.608 4.089
O 2.154 1.686 3.436
C 2.235 2.818 4.324
H 3.511 3.131 6.193
H 2.103 2.026 6.309
H 4.028 0.500 5.936
H 4.631 1.569 4.575
H 2.095 -0.074 4.609
H 3.284 0.131 3.256
H 1.270 3.315 4.424
H 2.801 3.627 3.863
C -3.436 1.032 -4.891
C -4.965 0.785 -4.801
C -5.378 2.020 -4.007
O -4.347 2.062 -3.027
C -3.213 1.293 -3.410
H -3.240 1.980 -5.391
H -2.912 0.182 -5.328
H -5.315 -0.078 -4.234
H -5.429 0.602 -5.770
H -6.271 1.927 -3.390
H -5.469 2.921 -4.615
H -3.184 0.314 -2.930
H -2.246 1.760 -3.222
C 0.410 -3.452 -3.685
C -0.547 -3.251 -4.755
C -1.361 -2.095 -4.341
O -0.434 -1.342 -3.538
C 0.295 -2.277 -2.804
H 1.426 -3.433 -4.081
H 0.476 -4.409 -3.169
H -1.192 -4.102 -4.973
H -0.104 -3.045 -5.729
H -2.256 -2.361 -3.780
H -1.620 -1.463 -5.191
H -0.100 -2.438 -1.801
H 1.297 -1.944 -2.535
C 4.785 -3.370 -0.317
C 4.564 -2.929 1.106
C 3.385 -1.927 0.935
O 2.855 -2.222 -0.380
C 3.445 -3.406 -0.860
H 5.273 -4.343 -0.286
H 5.341 -2.768 -1.036
H 5.472 -2.466 1.494
H 4.322 -3.781 1.740
H 3.847 -0.940 0.918
H 2.672 -1.995 1.756
H 3.355 -3.384 -1.946
H 2.808 -4.228 -0.535
C 3.152 2.988 0.558
C 4.454 3.024 1.350
C 5.612 3.138 0.355
O 4.946 3.881 -0.697
C 3.543 3.997 -0.485
H 2.254 3.265 1.110
H 3.073 1.989 0.129
H 4.697 2.250 2.078
H 4.360 3.890 2.005
H 5.919 2.153 0.006
H 6.428 3.750 0.740
H 2.987 3.944 -1.421
H 3.247 4.978 -0.112
C -6.058 -2.425 -1.273
C -5.063 -1.401 -0.717
C -3.879 -2.201 -0.313
O -4.078 -3.470 -0.932
C -5.474 -3.760 -0.900
H -6.311 -2.377 -2.332
H -7.012 -2.225 -0.783
H -5.405 -0.596 -0.067
H -4.712 -0.736 -1.506
H -3.848 -2.433 0.752
H -2.961 -1.801 -0.743
H -5.728 -4.071 0.114
H -5.739 -4.593 -1.551
C -0.481 -3.257 1.255
C -0.736 -4.746 1.117
C -0.441 -5.248 2.482
O -0.940 -4.160 3.328
C -0.595 -2.931 2.768
H -0.978 -2.427 0.752
H 0.562 -3.091 0.984
H -0.252 -5.332 0.336
H -1.821 -4.746 1.016
H 0.636 -5.413 2.502
H -0.931 -6.210 2.630
H 0.384 -2.579 3.093
H -1.268 -2.105 2.998
C -1.610 5.309 1.124
C -1.009 5.645 2.494
C 0.269 4.939 2.430
O 0.668 5.334 1.195
C -0.413 5.131 0.304
H -2.296 6.077 0.768
H -2.228 4.432 1.315
H -1.703 5.357 3.283
H -0.869 6.716 2.642
H 0.313 3.861 2.588
H 0.949 5.334 3.184
H -0.497 4.168 -0.200
H -0.308 5.888 -0.473
C -0.539 1.216 0.810
C -0.031 0.526 -0.420
O -1.149 0.233 -1.191
H -1.281 1.997 0.648
H 0.301 1.704 1.304
H -1.007 0.489 1.474
H 0.498 -0.399 -0.193
H 0.677 1.214 -0.883
H -0.883 -0.398 -1.864

As for the HOMO energy: -9.16 eV. Its net charge is 0. As for the LUMO energy: 0.590 eV. For the total energy, the calculation gives -2014.36474 hartree. The structure (SMILES) is C1CCOC1.C1CCOC1.C1CCOC1.C1CCOC1.C1CCOC1.C1CCOC1.C1CCOC1.C1CCOC1.CCO.


No. 2
ORCA calculation (ωB97M-V with the def2-TZVPD basis set) on an isolated molecule of C7H7NS in a non-equilibrium geometry.

Cartesian coordinates (Å):
C -0.243 0.597 -1.751
C 0.456 0.700 -0.437
C -0.057 1.072 0.717
S -1.865 1.063 1.045
C -1.746 -0.629 1.584
N -0.903 -1.592 1.461
C 0.225 -1.517 0.869
C 1.267 -1.375 0.264
C 1.759 -0.150 -0.283
H -1.100 1.138 -1.911
H -0.589 -0.387 -1.798
H 0.447 0.919 -2.515
H 0.488 0.876 1.682
H -2.755 -0.957 1.886
H 2.392 0.425 0.356
H 2.224 -0.186 -1.169

As for the HOMO energy: -8.43 eV. Its net charge is 0. As for the LUMO energy: 0.229 eV. For the total energy, the calculation gives -723.69262 hartree. The structure (SMILES) is C/C1=C\S/C=N\C#CC1.


No. 3
ORCA calculation (ωB97M-V with the def2-TZVPD basis set) on a structure of composition C5H10O3Sm in a non-equilibrium geometry.

Cartesian coordinates (Å):
C 2.613 0.789 0.395
O 1.784 1.701 -0.235
C 2.304 -0.655 0.004
O 0.927 -0.926 0.295
C 0.057 -0.967 -0.727
C -1.370 -0.913 -0.333
O -1.685 0.474 -0.036
C -3.002 0.707 0.457
Sm -0.079 1.846 -0.431
H 2.543 0.863 1.499
H 3.675 0.961 0.134
H 2.902 -1.359 0.596
H 2.493 -0.817 -1.067
H 0.404 -1.283 -1.713
H -1.566 -1.498 0.579
H -2.017 -1.248 -1.153
H -3.114 1.787 0.597
H -3.736 0.349 -0.277
H -3.131 0.187 1.415

As for the expectation value of S²: 12.02. Its multiplicity is 7. As for the HOMO energy (alpha / beta): -16.52 / -19.24 eV. Its net charge is +2. As for the LUMO energy (alpha / beta): -9.717 / -9.327 eV. For the total energy, the calculation gives -1079.49244 hartree.


No. 4
ORCA calculation (ωB97M-V with the def2-TZVPD basis set) on an isolated molecule of C2H6N2OS in a non-equilibrium geometry.

Cartesian coordinates (Å):
C -0.310 -0.192 1.336
C -0.321 0.296 -0.128
N -1.388 0.819 -0.640
O -1.240 1.535 -1.795
N 0.790 0.218 -0.793
S 1.113 -1.526 -1.197
H -0.364 -1.332 1.202
H -1.233 0.020 1.797
H 0.704 0.273 1.938
H -0.119 1.741 -1.936
H 1.494 0.417 0.147
H 0.874 -2.269 0.069

As for the HOMO energy: -9.05 eV. Its net charge is 0. As for the LUMO energy: 0.138 eV. For the total energy, the calculation gives -662.56086 hartree. The structure (SMILES) is C/C(=N/O)NS.


No. 5
ORCA calculation (ωB97M-V with the def2-TZVPD basis set) on a structure of composition C27H44ErN3P3S in a non-equilibrium geometry.

Cartesian coordinates (Å):
Er -1.093 0.736 -0.394
P -0.957 -0.273 2.318
P 1.773 -0.835 -0.192
P -1.145 -2.094 -0.905
H -4.359 0.697 -1.434
C -3.870 0.242 -0.524
C -3.152 1.106 0.406
H -3.084 2.179 0.040
C -1.343 1.159 3.447
C 0.406 -1.075 3.306
C -2.321 -1.357 2.879
C 2.333 -0.416 -1.911
C 3.332 -0.327 0.665
C 2.187 -2.637 -0.158
C -2.932 -2.371 -1.290
C -1.004 -3.587 0.155
C -0.657 -2.478 -2.627
H -4.492 -0.648 -0.149
H -3.367 1.076 1.524
H -2.366 1.520 3.291
H -0.709 2.036 3.283
H -1.221 0.836 4.497
H 1.414 -0.709 3.055
H 0.454 -2.164 3.159
H 0.269 -0.904 4.386
H -3.253 -1.161 2.340
H -2.495 -1.159 3.940
H -2.095 -2.421 2.764
H 3.332 -0.864 -2.080
H 2.414 0.683 -1.965
H 1.607 -0.755 -2.669
H 4.150 -1.003 0.388
H 3.209 -0.353 1.754
H 3.595 0.685 0.350
H 3.264 -2.749 -0.363
H 1.601 -3.194 -0.902
H 1.971 -3.025 0.851
H -3.080 -3.406 -1.671
H -3.272 -1.636 -2.032
H -3.505 -2.202 -0.372
H -1.018 -4.443 -0.530
H -1.895 -3.622 0.798
H -0.119 -3.642 0.801
H -1.382 -3.220 -2.972
H 0.361 -2.847 -2.777
H -0.793 -1.573 -3.233
C -0.253 3.460 -3.295
C 0.028 2.233 -3.955
C -0.851 1.139 -3.882
C -2.083 1.300 -3.203
C -2.447 2.577 -2.702
C -1.554 3.652 -2.789
S 0.910 4.764 -3.153
H 0.241 5.653 -2.416
H 0.942 2.180 -4.555
H -0.615 0.214 -4.433
H -2.830 0.499 -3.224
H -3.472 2.748 -2.336
H -1.854 4.673 -2.490
N 7.851 2.306 5.733
C 6.952 2.329 4.977
C 5.797 2.350 4.118
C 5.854 3.018 2.879
C 4.736 3.042 2.044
C 3.548 2.475 2.500
C 3.462 1.826 3.749
C 4.610 1.727 4.545
N 2.414 2.495 1.657
C 2.338 2.899 0.327
C 1.064 2.675 -0.059
N 0.389 1.948 0.920
C 1.236 1.929 1.979
H 6.781 3.511 2.553
H 4.783 3.459 1.026
H 2.571 1.326 4.133
H 4.595 1.162 5.492
H 3.161 3.346 -0.195
H 0.600 3.070 -0.947
H 1.075 1.490 2.966

As for the expectation value of S²: 3.75. Its multiplicity is 4. As for the HOMO energy (alpha / beta): -16.13 / -16.13 eV. Its net charge is +3. As for the LUMO energy (alpha / beta): -10.988 / -10.930 eV. For the total energy, the calculation gives -3655.75767 hartree.


No. 6
ORCA calculation (ωB97M-V with the def2-TZVPD basis set) on a structure of composition C18H21I2IrN5O2S2Si in a non-equilibrium geometry.

Cartesian coordinates (Å):
Ir 0.135 0.056 0.252
N 2.904 -1.382 7.227
C 2.086 -1.596 6.157
C 1.066 -0.683 5.848
C 0.231 -0.906 4.775
C 0.408 -2.042 3.991
C 1.425 -2.951 4.272
C 2.259 -2.727 5.344
S -0.643 -2.333 2.637
O -0.766 -3.730 2.388
O -1.810 -1.502 2.765
N 0.156 -1.661 1.336
C 1.049 -2.300 0.543
N 1.715 -3.413 0.784
C 2.512 -3.827 -0.196
C 2.674 -3.148 -1.403
C 2.017 -1.945 -1.538
N 1.210 -1.523 -0.569
H 2.719 -0.633 7.867
H 3.564 -2.082 7.509
H 0.932 0.193 6.471
H -0.574 -0.219 4.549
H 1.540 -3.826 3.645
H 3.050 -3.430 5.576
H 3.067 -4.737 0.001
H 3.309 -3.524 -2.190
H 2.124 -1.312 -2.409
C 4.783 5.009 -1.674
Si 4.200 3.647 -0.548
C 3.885 4.277 1.180
C 5.373 2.197 -0.564
C 2.523 3.033 -1.222
C 1.947 3.541 -2.384
C 0.710 3.092 -2.856
C 0.042 2.122 -2.149
N 0.578 1.617 -1.029
C 1.763 2.051 -0.586
S 2.105 1.128 0.872
H 5.737 5.398 -1.313
H 4.082 5.845 -1.702
H 4.944 4.659 -2.696
H 4.802 4.669 1.623
H 3.513 3.488 1.838
H 3.146 5.080 1.171
H 6.354 2.497 -0.188
H 5.511 1.813 -1.577
H 5.016 1.379 0.064
H 2.473 4.308 -2.938
H 0.278 3.495 -3.759
H -0.923 1.740 -2.452
I -1.806 1.261 1.465
I -1.678 3.874 2.344

As for the HOMO energy: -10.41 eV. Its net charge is +1. As for the LUMO energy: -5.381 eV. For the total energy, the calculation gives -2908.21922 hartree.


Question: net charge of number 3 (C5H10O3Sm)?
Answer: +2